# 1
{"formula": "C27H61F2NO12S", "method": "ωB97M-V/def2-TZVPD", "homo_energy_ev": -8.91, "lumo_ev": -1.0927, "spin_multiplicity": 1, "e_above_lowest_kj_mol": 715.5, "largest_force_ev_per_a": 7.33, "smiles": "CC[C@H](F)N(CCCCCOC)S(=O)(=O)F.COCCOCCOC.COCCOCCOC.COCCOCCOC", "homo_lumo_gap_ev": 7.8, "species": ["C", "C", "C", "F", "N", "C", "C", "C", "C", "C", "O", "C", "S", "O", "O", "F", "H", "H", "H", "H", "H", "H", "H", "H", "H", "H", "H", "H", "H", "H", "H", "H", "H", "H", "H", "C", "O", "C", "C", "O", "C", "C", "O", "C", "H", "H", "H", "H", "H", "H", "H", "H", "H", "H", "H", "H", "H", "H", "C", "O", "C", "C", "O", "C", "C", "O", "C", "H", "H", "H", "H", "H", "H", "H", "H", "H", "H", "H", "H", "H", "H", "C", "O", "C", "C", "O", "C", "C", "O", "C", "H", "H", "H", "H", "H", "H", "H", "H", "H", "H", "H", "H", "H", "H"], "xyz": [[4.630, -2.590, -1.453], [3.480, -3.481, -2.269], [1.976, -2.940, -1.776], [2.018, -1.467, -1.917], [1.800, -3.452, -0.366], [0.917, -2.571, 0.486], [1.878, -1.886, 1.646], [2.316, -0.338, 1.331], [3.453, 0.282, 2.337], [3.275, -0.122, 3.919], [4.434, -0.984, 4.264], [5.158, -0.459, 5.433], [0.968, -5.027, -0.359], [-0.521, -4.907, -0.836], [1.064, -5.719, 1.056], [1.709, -6.154, -1.455], [5.677, -3.014, -1.823], [4.428, -2.811, -0.307], [4.567, -1.442, -1.673], [3.681, -4.600, -1.956], [3.575, -3.377, -3.443], [1.148, -3.467, -2.436], [0.158, -3.272, 1.084], [0.251, -1.809, -0.099], [2.870, -2.548, 1.675], [1.379, -2.042, 2.715], [1.323, 0.297, 1.272], [2.808, -0.347, 0.244], [4.572, 0.045, 2.001], [3.349, 1.470, 2.286], [3.258, 0.890, 4.551], [2.277, -0.676, 4.176], [4.660, -0.902, 6.419], [6.267, -0.865, 5.354], [5.241, 0.720, 5.456], [-1.199, -9.729, -7.648], [-0.484, -9.158, -6.569], [0.618, -8.349, -6.982], [0.661, -7.026, -6.209], [-0.407, -6.116, -6.493], [-1.717, -6.494, -6.047], [-1.893, -6.568, -4.526], [-1.219, -7.705, -3.988], [-0.539, -7.437, -2.773], [-0.671, -10.613, -8.019], [-2.185, -10.032, -7.280], [-1.350, -9.009, -8.460], [0.575, -8.137, -8.059], [1.533, -8.916, -6.779], [1.577, -6.503, -6.504], [0.751, -7.193, -5.135], [-2.039, -7.416, -6.534], [-2.387, -5.710, -6.419], [-2.955, -6.681, -4.290], [-1.531, -5.639, -4.073], [0.029, -6.502, -2.829], [0.168, -8.251, -2.593], [-1.255, -7.393, -1.949], [-2.694, -1.343, 1.451], [-2.655, -0.049, 0.883], [-3.845, 0.298, 0.174], [-4.310, 1.716, 0.522], [-4.784, 1.893, 1.862], [-3.811, 1.806, 2.911], [-2.747, 2.910, 2.909], [-1.825, 2.729, 1.836], [-1.474, 3.938, 1.183], [-2.473, -2.094, 0.686], [-1.928, -1.396, 2.232], [-3.664, -1.552, 1.917], [-4.656, -0.411, 0.387], [-3.614, 0.246, -0.896], [-5.164, 1.950, -0.123], [-3.548, 2.458, 0.281], [-3.360, 0.813, 2.936], [-4.381, 1.898, 3.843], [-2.174, 2.861, 3.840], [-3.239, 3.887, 2.853], [-2.356, 4.557, 0.983], [-1.015, 3.684, 0.224], [-0.755, 4.493, 1.789], [-0.491, 6.607, 3.969], [-1.021, 7.524, 3.032], [-2.105, 8.300, 3.545], [-1.954, 9.781, 3.180], [-0.867, 10.461, 3.817], [0.457, 10.085, 3.416], [0.817, 10.413, 1.962], [0.136, 9.544, 1.058], [-0.364, 10.205, -0.092], [-1.123, 5.716, 4.018], [0.509, 6.315, 3.631], [-0.391, 7.057, 4.964], [-2.182, 8.202, 4.636], [-3.026, 7.909, 3.098], [-2.860, 10.296, 3.519], [-1.921, 9.926, 2.100], [0.648, 9.036, 3.650], [1.130, 10.662, 4.061], [1.890, 10.259, 1.811], [0.584, 11.463, 1.758], [-0.866, 11.143, 0.170], [-1.100, 9.551, -0.566], [0.450, 10.398, -0.793]], "lowdin_charge": [-0.12, -0.16, -0.27, -0.05, -0.20, -0.21, -0.17, -0.20, -0.17, -0.21, -0.27, -0.14, 0.92, -0.34, -0.32, -0.24, 0.09, 0.08, 0.08, 0.11, 0.12, 0.16, 0.12, 0.15, 0.13, 0.12, 0.12, 0.11, 0.13, 0.12, 0.12, 0.12, 0.11, 0.10, 0.10, -0.12, -0.21, -0.18, -0.17, -0.13, -0.17, -0.18, -0.20, -0.12, 0.09, 0.09, 0.09, 0.12, 0.12, 0.12, 0.11, 0.11, 0.13, 0.12, 0.12, 0.05, 0.09, 0.09, -0.12, -0.21, -0.18, -0.17, -0.13, -0.17, -0.19, -0.21, -0.10, 0.08, 0.09, 0.09, 0.12, 0.13, 0.13, 0.11, 0.11, 0.13, 0.12, 0.12, 0.09, 0.09, 0.08, -0.12, -0.21, -0.18, -0.17, -0.13, -0.17, -0.19, -0.21, -0.11, 0.07, 0.09, 0.09, 0.12, 0.12, 0.13, 0.11, 0.11, 0.13, 0.12, 0.12, 0.09, 0.09, 0.09]}

# 2
{"formula": "C27H62CaN2O5P2", "method": "ωB97M-V/def2-TZVPD", "homo_energy_ev": -11.53, "lumo_ev": -9.2163, "charge": 2, "spin_multiplicity": 1, "largest_force_ev_per_a": 1.66, "homo_lumo_gap_ev": 2.3, "species": ["C", "C", "C", "C", "C", "C", "C", "C", "C", "C", "C", "C", "C", "C", "C", "C", "C", "C", "C", "C", "P", "P", "O", "H", "H", "H", "H", "H", "H", "H", "H", "H", "H", "H", "H", "H", "H", "H", "H", "H", "H", "H", "H", "H", "H", "H", "H", "H", "H", "H", "H", "H", "H", "H", "H", "H", "H", "H", "H", "H", "H", "H", "H", "H", "H", "H", "H", "C", "C", "O", "H", "H", "H", "H", "H", "H", "Ca", "O", "C", "O", "C", "C", "C", "H", "H", "H", "H", "H", "H", "H", "H", "C", "O", "N", "N", "H", "H", "H", "H"], "xyz": [[-5.028, -0.946, -5.101], [-5.244, 0.467, -4.534], [-4.135, 0.932, -3.596], [-2.850, 1.275, -4.350], [-1.802, 2.091, -3.576], [-1.715, 1.815, -2.069], [-0.302, 1.998, -1.506], [-0.270, 2.564, -0.092], [1.126, 2.540, 0.544], [1.125, 2.107, 2.008], [2.435, 2.430, 2.724], [2.771, 1.454, 3.863], [3.893, 0.487, 3.468], [5.265, 1.131, 3.669], [6.507, 0.297, 3.268], [6.225, -1.003, 2.510], [7.486, -1.599, 1.879], [8.352, -2.355, 2.887], [7.724, -3.629, 3.475], [7.058, -4.503, 2.396], [7.141, -6.365, 2.645], [5.792, -7.165, 4.287], [6.573, -8.232, 4.911], [-5.886, -1.589, -4.907], [-4.861, -0.955, -6.180], [-4.150, -1.418, -4.652], [-6.189, 0.492, -3.989], [-5.330, 1.190, -5.354], [-3.945, 0.120, -2.887], [-4.474, 1.794, -3.015], [-3.138, 1.856, -5.234], [-2.395, 0.353, -4.730], [-0.814, 1.895, -4.007], [-2.000, 3.155, -3.735], [-2.386, 2.488, -1.527], [-2.070, 0.802, -1.860], [0.266, 2.660, -2.169], [0.229, 1.038, -1.506], [-0.981, 2.012, 0.533], [-0.625, 3.598, -0.130], [1.768, 1.855, -0.025], [1.586, 3.530, 0.469], [0.928, 1.028, 2.056], [0.301, 2.594, 2.536], [2.390, 3.451, 3.104], [3.243, 2.398, 1.982], [1.881, 0.878, 4.127], [3.054, 1.998, 4.768], [3.751, 0.236, 2.411], [3.819, -0.449, 4.032], [5.284, 2.069, 3.110], [5.348, 1.417, 4.720], [7.163, 0.908, 2.642], [7.086, 0.068, 4.169], [5.765, -1.735, 3.187], [5.493, -0.823, 1.725], [7.205, -2.238, 1.031], [8.092, -0.796, 1.458], [8.583, -1.686, 3.718], [9.331, -2.609, 2.443], [6.988, -3.387, 4.243], [8.504, -4.201, 3.994], [7.441, -4.206, 1.399], [5.977, -4.350, 2.342], [8.373, -6.462, 3.387], [4.663, -7.455, 3.511], [5.479, -5.998, 4.997], [-0.993, 3.044, 6.403], [0.128, 3.946, 5.926], [0.175, 4.055, 4.506], [-0.892, 2.048, 5.970], [-0.982, 2.955, 7.490], [-1.965, 3.445, 6.111], [1.098, 3.539, 6.213], [0.039, 4.938, 6.381], [-0.658, 4.437, 4.208], [9.188, -5.802, 1.397], [-6.655, -0.132, -1.730], [-7.751, -0.599, -1.572], [-8.278, -1.328, -2.580], [-9.538, -2.009, -2.477], [-10.708, -1.091, -2.750], [-8.560, -0.338, -0.325], [-9.624, -2.506, -1.511], [-9.476, -2.788, -3.235], [-10.778, -0.294, -2.010], [-11.639, -1.658, -2.727], [-10.605, -0.635, -3.735], [-9.046, 0.632, -0.441], [-7.869, -0.268, 0.510], [-9.322, -1.079, -0.107], [-2.572, 0.774, -9.239], [-1.518, 0.784, -9.846], [-2.628, 0.841, -7.872], [-3.784, 0.695, -9.870], [-3.478, 0.826, -7.341], [-1.753, 0.907, -7.387], [-3.776, 0.649, -10.871], [-4.661, 0.693, -9.385]], "lowdin_charge": [-0.09, -0.26, -0.24, -0.22, -0.20, -0.21, -0.23, -0.22, -0.22, -0.22, -0.21, -0.20, -0.23, -0.19, -0.18, -0.21, -0.21, -0.20, -0.26, -0.52, 0.65, 0.58, -0.41, 0.06, 0.05, 0.07, 0.08, 0.10, 0.10, 0.12, 0.09, 0.11, 0.10, 0.11, 0.11, 0.11, 0.11, 0.11, 0.11, 0.12, 0.10, 0.12, 0.11, 0.10, 0.11, 0.10, 0.11, 0.11, 0.10, 0.11, 0.11, 0.11, 0.11, 0.11, 0.10, 0.11, 0.09, 0.12, 0.12, 0.11, 0.12, 0.10, 0.04, 0.10, -0.08, 0.01, 0.01, -0.09, -0.31, -0.09, 0.07, 0.08, 0.08, 0.10, 0.11, 0.09, 1.51, 0.10, -0.51, -0.01, -0.23, -0.06, 0.02, 0.11, 0.12, 0.07, 0.08, 0.09, 0.10, 0.09, 0.07, -0.69, 0.02, 0.15, 0.15, 0.07, 0.10, 0.10, 0.09]}